[1]
120
Properties=species:S:1:pos:R:3 method="wB97M-V/def2-TZVPD" total_energy_ev=-151964.5580 orbital_gap_ev=7.83
C -2.15363 4.04068 -0.53651
C -3.05092 5.15402 0.05803
O -4.29630 4.95033 -0.62162
C -4.14806 4.05361 -1.63026
O -5.01964 3.71454 -2.32733
O -2.88399 3.60264 -1.70104
H -1.86152 3.24790 0.14718
H -1.24076 4.42509 -0.98021
H -2.65116 6.12980 -0.20194
H -3.18241 4.96863 1.11921
C 0.72063 -1.19340 -4.53873
C 0.25621 -0.90515 -5.96748
O 0.13000 0.57249 -5.96590
C 0.02027 1.00760 -4.69320
O -0.14301 2.12012 -4.37610
O 0.25149 0.00208 -3.82217
H 1.81070 -1.17463 -4.48420
H 0.26554 -2.05313 -4.06679
H -0.72851 -1.34393 -6.16976
H 0.94578 -1.15959 -6.76947
C 2.95140 4.15875 2.52819
C 3.87370 4.92661 1.54355
O 5.01832 5.29277 2.33181
C 4.98570 4.61485 3.49576
O 5.89619 4.51679 4.22140
O 3.76670 4.06871 3.71336
H 2.72091 3.17046 2.15226
H 2.07325 4.75861 2.73947
H 3.42597 5.76052 1.00859
H 4.16252 4.25045 0.73126
C 5.42441 0.05933 2.69221
C 5.27642 -0.25404 4.20074
O 3.92696 -0.71597 4.31069
C 3.28809 -0.60760 3.14910
O 2.13511 -0.81516 2.96358
O 4.12150 -0.16597 2.15926
H 6.14489 -0.59245 2.20277
H 5.67194 1.09413 2.52347
H 5.42360 0.63744 4.79644
H 5.96511 -1.03642 4.50479
C 6.06925 -1.43443 -0.82453
C 5.16439 -2.26267 0.06705
O 3.92392 -2.20013 -0.61902
C 3.93059 -1.14213 -1.43174
O 3.00667 -0.80578 -2.05300
O 5.13976 -0.54337 -1.43977
H 6.58947 -2.00188 -1.59443
H 6.79232 -0.85480 -0.25343
H 5.07724 -1.90310 1.09691
H 5.48937 -3.29565 0.19351
C 1.95686 4.60136 -2.85376
S 2.19717 4.05772 -1.16321
O 0.98409 4.23203 -0.32397
C 2.19096 2.33244 -1.61014
H 1.13851 4.06940 -3.33826
H 2.90271 4.53364 -3.38486
H 1.69502 5.65963 -2.78069
H 2.53677 1.67068 -0.81504
H 2.80920 1.99524 -2.44567
H 1.15974 2.04258 -1.82086
C 0.44865 -3.55225 3.37727
S 1.20909 -4.56984 2.08069
O 0.04904 -5.04565 1.29543
C 1.69887 -5.95174 3.11952
H 0.99834 -3.45747 4.31049
H -0.51368 -4.01420 3.59190
H 0.35097 -2.59877 2.85994
H 0.95369 -6.11221 3.89733
H 2.68358 -5.86103 3.58793
H 1.79378 -6.85056 2.50647
C -2.78435 2.27890 4.31023
S -1.24155 1.41810 4.58685
O -1.04705 1.52252 6.04911
C -1.72414 -0.26453 4.22172
H -3.21401 2.11968 3.31985
H -2.56099 3.34697 4.37499
H -3.46531 2.05803 5.13033
H -0.90608 -0.83730 4.67321
H -1.74956 -0.45368 3.15035
H -2.61831 -0.61661 4.73784
C -5.14545 0.05754 0.73955
S -6.48188 -0.65305 -0.22247
O -7.11008 -1.68005 0.63925
C -7.60148 0.74427 -0.16764
H -5.51227 0.66238 1.56804
H -4.49287 0.68073 0.12589
H -4.58332 -0.81128 1.07083
H -8.47648 0.60216 -0.79844
H -7.07341 1.66644 -0.40612
H -8.00519 0.75348 0.84944
C -4.96159 -2.00199 -3.54614
S -3.32547 -1.80798 -2.83280
O -2.40185 -2.24783 -3.92020
C -3.29626 -0.02127 -2.98212
H -5.14235 -3.07364 -3.53193
H -4.99782 -1.58674 -4.55027
H -5.70972 -1.47870 -2.95105
H -4.06365 0.44650 -2.37226
H -3.44505 0.23603 -4.03698
H -2.28851 0.36001 -2.81027
C -2.01961 -6.58240 -1.61151
S -0.38075 -5.85919 -1.58330
O 0.31371 -6.49395 -2.73905
C -0.80741 -4.17257 -1.95340
H -1.85172 -7.62001 -1.32779
H -2.53229 -6.54915 -2.57002
H -2.62114 -6.13514 -0.81494
H -1.49429 -3.81985 -1.18341
H -1.24487 -4.05591 -2.94756
H 0.08977 -3.55312 -1.95325
C -0.43001 -1.05182 -0.74778
S -0.74650 0.66063 -0.43871
O -2.12138 0.71460 0.15872
C 0.43314 0.80523 0.91640
H -0.96439 -1.57156 -1.54056
H -0.42474 -1.68967 0.13638
H 0.57291 -1.05515 -1.21427
H 1.39364 0.53109 0.49276
H 0.12633 0.17708 1.73874
H 0.41594 1.88315 1.09131

[2]
113
Properties=species:S:1:pos:R:3 method="wB97M-V/def2-TZVPD" total_energy_ev=-220474.8287 orbital_gap_ev=8.42
C 2.11436 -3.34684 0.43477
C 1.72565 -1.97743 1.02359
O 2.54066 -0.99422 0.36918
B 1.90634 0.21065 0.19834
O 1.60631 0.95703 1.32444
C 1.56808 0.72931 -1.29738
C 2.90677 0.52714 -2.10853
Br 3.12463 1.72611 -3.63684
C 3.17630 -0.95349 -2.56672
C 4.70108 -1.24345 -2.60213
Br 2.56928 -1.12980 -4.45426
O 1.37913 2.16809 -1.38081
C 0.25881 2.48093 -2.09615
O -0.28885 3.46011 -2.08694
O -0.06177 1.33403 -2.83848
C 0.20736 0.31987 -1.90437
C -0.11962 -1.14219 -2.22602
C -1.30090 -1.31863 -3.23864
C -2.57978 -1.93626 -2.73153
N -1.14280 -0.98942 -4.42187
P -1.10278 0.70942 -0.50918
S -2.86332 1.15239 -1.21911
H 1.84677 -3.31835 -0.62491
H 3.20208 -3.40786 0.49878
H 1.62274 -4.16046 0.96462
H 1.94251 -2.01250 2.09624
H 0.64859 -1.82479 0.87815
H 0.72968 0.74824 1.68059
H 3.72420 0.77925 -1.43048
H 2.66723 -1.69245 -1.96215
H 5.26230 -0.47755 -2.06452
H 4.91608 -2.24910 -2.24285
H 5.04591 -1.21213 -3.63392
H 0.70886 -1.70857 -2.65203
H -0.43009 -1.68195 -1.32676
H -3.40803 -1.33795 -3.10639
H -2.60132 -1.92806 -1.64093
H -2.69064 -2.97405 -3.05604
H -0.19817 -0.62331 -4.55074
H -1.29170 -0.47792 0.25293
H -0.61137 1.67204 0.40023
C -1.48991 2.14819 3.28850
O -1.19673 0.83089 3.73034
C 0.09953 0.67632 4.30706
C 0.02977 0.50754 5.81441
N -0.35892 1.74683 6.47770
C -0.75725 1.59620 7.87813
C -1.90456 0.64640 8.22691
O -3.18497 1.08093 7.80393
C -3.48286 0.85623 6.43876
H -2.37120 2.09654 2.64867
H -1.72390 2.81181 4.12543
H -0.66143 2.57015 2.71053
H 0.76912 1.49416 4.02404
H 0.51325 -0.24776 3.88833
H 1.01303 0.20120 6.18452
H -0.68042 -0.30326 6.01516
H -1.12685 2.16712 5.97252
H -1.03711 2.59232 8.22929
H 0.12614 1.29848 8.45395
H -1.96045 0.60450 9.31734
H -1.72091 -0.38213 7.89432
H -3.04603 -0.07584 6.07064
H -3.14764 1.69691 5.82670
H -4.56590 0.79167 6.33587
C 5.52393 8.95326 -1.25495
O 4.43328 9.11853 -2.14039
C 4.34334 8.12565 -3.15697
C 3.19900 7.15886 -2.90463
N 3.47045 6.28411 -1.76878
C 2.30588 5.55193 -1.26394
C 1.07977 6.34912 -0.80706
O 1.27753 7.08948 0.38906
C 1.96579 8.31608 0.23824
H 5.64525 9.88351 -0.70042
H 5.33775 8.15442 -0.52962
H 6.45200 8.74529 -1.79445
H 5.29251 7.59862 -3.29224
H 4.12932 8.66021 -4.08710
H 3.04932 6.54326 -3.79702
H 2.29699 7.76150 -2.74848
H 3.85329 6.83364 -1.01218
H 2.65407 4.96222 -0.41193
H 1.99349 4.83618 -2.02998
H 0.29612 5.62592 -0.57442
H 0.66988 6.99141 -1.59473
H 1.72241 8.81111 -0.70527
H 3.04517 8.16625 0.31686
H 1.66904 8.97261 1.05667
C -3.91666 -9.54012 -3.85702
O -4.27873 -9.50039 -2.48904
C -3.18489 -9.61059 -1.58592
C -2.87563 -8.28571 -0.90968
N -2.29414 -7.32550 -1.84297
C -2.26395 -5.94407 -1.36471
C -3.57359 -5.26803 -0.95177
O -4.45451 -4.98891 -2.02840
C -5.21189 -6.09675 -2.48255
H -4.82422 -9.70918 -4.43559
H -3.48240 -8.59096 -4.18765
H -3.21493 -10.35249 -4.06368
H -2.29940 -10.03060 -2.07188
H -3.49883 -10.31525 -0.81040
H -2.16768 -8.45866 -0.09317
H -3.81368 -7.91802 -0.47841
H -2.81272 -7.35028 -2.70999
H -1.82651 -5.34778 -2.17051
H -1.56589 -5.89070 -0.52058
H -3.30892 -4.29409 -0.53104
H -4.09949 -5.80671 -0.15539
H -5.49290 -6.76586 -1.66568
H -4.66578 -6.64842 -3.25079
H -6.12267 -5.71542 -2.94372

[3]
125
Properties=species:S:1:pos:R:3 method="wB97M-V/def2-TZVPD" smiles="O=C1C=CC(=O)C=C1.CCOS(C)(=O)=O.CCOS(C)(=O)=O.CCOS(C)(=O)=O.CCOS(C)(=O)=O.CCOS(C)(=O)=O.CCOS(C)(=O)=O.CCOS(C)(=O)=O.BrCCBr" total_energy_ev=-294123.4227 orbital_gap_ev=8.65
O 7.30183 2.28934 5.15922
C 7.76107 1.88471 6.19537
C 7.99641 2.82145 7.34187
C 8.50863 2.43994 8.51712
C 9.00267 1.10184 8.79823
O 9.72348 0.87977 9.83679
C 8.70222 0.04314 7.66845
C 8.03197 0.42803 6.51034
H 7.58949 3.81244 7.20484
H 8.59291 3.16155 9.31623
H 8.90299 -0.99868 7.87019
H 7.81452 -0.37963 5.82711
C -0.12404 2.42186 -10.74423
C -0.47546 0.90916 -10.34615
O -0.04479 0.05310 -11.41075
S 0.08164 -1.57478 -11.11746
C 1.85652 -1.70353 -10.59047
O -0.76979 -1.95346 -10.00070
O -0.07612 -2.20863 -12.41352
H 0.87886 2.33775 -11.16284
H -0.07030 3.02051 -9.83493
H -0.67816 2.93673 -11.52906
H 0.03306 0.65146 -9.41712
H -1.54486 0.88641 -10.13645
H 2.26793 -2.69900 -10.42349
H 1.90998 -1.26027 -9.59611
H 2.49546 -1.08592 -11.22167
C -8.72898 -2.75417 -1.51823
C -8.46425 -1.37377 -2.17314
O -8.96190 -0.49221 -1.19492
S -10.52676 0.15787 -1.25641
C -10.29720 1.17136 -2.79697
O -11.52535 -0.86085 -1.60562
O -10.78265 1.07473 -0.08143
H -9.77921 -3.04324 -1.47896
H -8.32865 -2.79249 -0.50513
H -8.23659 -3.51005 -2.13004
H -7.37926 -1.26959 -2.17886
H -9.16997 -1.26658 -2.99690
H -11.26495 1.54797 -3.12821
H -9.76953 0.74713 -3.65120
H -9.67173 2.04560 -2.61644
C 0.88680 -4.05147 4.50542
C 0.62116 -5.15571 3.45913
O -0.21434 -6.01637 4.16669
S -0.74642 -7.39987 3.50170
C -1.58067 -6.85427 1.94107
O 0.42233 -8.19221 3.05113
O -1.72519 -7.99968 4.41481
H 1.20885 -4.43570 5.47328
H -0.07867 -3.56673 4.65037
H 1.50115 -3.26439 4.06817
H 0.05692 -4.80838 2.59362
H 1.57922 -5.57052 3.14584
H -2.04100 -5.87278 2.05457
H -2.32977 -7.62737 1.77002
H -0.83159 -6.75933 1.15496
C 6.11355 -3.80229 -0.56703
C 7.56005 -3.96798 -0.28518
O 7.87379 -5.25605 0.11843
S 9.39785 -5.70090 0.28863
C 9.29195 -7.46335 0.86339
O 10.04195 -5.60144 -1.04284
O 9.84023 -4.91469 1.42791
H 5.72728 -4.71283 -1.02507
H 5.83882 -2.88562 -1.08889
H 5.55821 -3.79824 0.37088
H 8.04465 -3.76180 -1.23951
H 7.98744 -3.21827 0.38069
H 8.44687 -8.00505 0.43854
H 9.18496 -7.41260 1.94694
H 10.24420 -7.96148 0.68126
C 9.59802 3.83473 -6.36352
C 9.48346 5.15844 -5.61276
O 8.11341 5.46870 -5.23495
S 7.58492 4.86967 -3.72675
C 8.41715 6.17386 -2.69983
O 6.12291 5.07551 -3.66556
O 8.17717 3.53517 -3.43493
H 9.82412 4.03822 -7.41021
H 8.65909 3.28530 -6.29537
H 10.35232 3.23497 -5.85419
H 10.01488 5.02306 -4.67076
H 10.02002 5.87929 -6.22967
H 9.48313 5.96569 -2.79166
H 8.19671 5.93665 -1.65904
H 8.20134 7.15787 -3.11607
C -7.19539 7.32994 3.49779
C -5.89325 7.47799 2.72253
O -6.06034 8.07130 1.48185
S -5.88463 7.03500 0.08958
C -4.01655 7.12951 -0.04675
O -6.15112 5.60507 0.47856
O -6.56864 7.76854 -0.99050
H -7.95510 6.67440 3.07213
H -7.47069 8.36377 3.70637
H -7.19542 6.86311 4.48277
H -5.10272 8.08990 3.15697
H -5.54708 6.44898 2.62559
H -3.53278 6.87091 0.89515
H -3.85448 8.16376 -0.35031
H -3.69695 6.43386 -0.82265
C -10.09079 -4.05247 5.75672
C -9.20609 -2.80968 6.00961
O -8.01852 -2.98869 5.20934
S -6.61837 -2.33148 5.75339
C -7.15448 -0.55597 5.72728
O -6.38015 -2.69170 7.18462
O -5.70565 -2.53075 4.61318
H -10.90892 -3.93567 6.46744
H -9.54075 -4.84505 6.26403
H -10.47879 -4.20015 4.74888
H -9.78319 -1.88915 5.92205
H -8.91252 -2.82744 7.05918
H -6.37665 0.20711 5.75536
H -7.81701 -0.50873 6.59153
H -7.73135 -0.56246 4.80247
Br -0.41719 0.95291 -1.58535
C -0.73058 1.00766 0.29802
C 0.27445 1.97111 0.93046
Br -0.29774 2.45770 2.83449
H -0.73000 -0.06328 0.50094
H -1.74921 1.34923 0.48197
H 0.35455 2.87071 0.32021
H 1.23347 1.45335 0.91322

[4]
108
Properties=species:S:1:pos:R:3 method="wB97M-V/def2-TZVPD" total_energy_ev=-177174.3578 orbital_gap_ev="6.49 / 6.58" s2=6.02 charge=-1 spin_multiplicity=5
Fe 0.29571 -0.26463 -0.45187
N -0.74408 0.33349 0.93831
C -0.38992 0.29938 2.27888
C -0.69312 -0.79023 3.13685
C -0.32294 -0.79451 4.48558
C 0.35291 0.29239 5.04312
C 0.73939 1.35840 4.22774
C 0.35841 1.36273 2.88964
H -1.23256 -1.61209 2.71066
H -0.59354 -1.64361 5.09934
H 0.61609 0.32272 6.08976
H 1.34371 2.17363 4.62293
H 0.64623 2.17052 2.23239
C -2.75437 -4.71885 -0.73990
S -2.00666 -3.45905 0.27139
O -2.02081 -3.96381 1.65683
O -0.65081 -3.27301 -0.25267
O -2.86745 -2.26182 0.15365
H -2.35638 -5.69925 -0.41156
H -2.50725 -4.53437 -1.78894
H -3.85753 -4.68156 -0.59053
C 4.27466 2.71921 -0.84214
C 3.18011 2.65745 -1.86962
N 3.19875 1.34582 -2.62894
C 4.02459 1.37484 -3.86022
C 5.45855 0.84751 -3.65883
C 2.72492 0.21148 -2.03045
C 2.57074 -0.97184 -2.92712
N 2.35339 0.08878 -0.75451
H 4.07630 3.56393 -0.17252
H 5.23653 2.89828 -1.34630
H 4.31947 1.78964 -0.23947
H 3.30254 3.41908 -2.68431
H 2.17545 2.76237 -1.43193
H 4.06945 2.44062 -4.15291
H 3.49045 0.86927 -4.68173
H 6.19804 1.65464 -3.55035
H 5.75743 0.24678 -4.53628
H 5.54503 0.19099 -2.77594
H 2.03236 -0.74651 -3.85689
H 2.00601 -1.73766 -2.35740
H 3.53183 -1.40743 -3.25033
H 2.77257 0.82073 -0.20759
O -1.03310 -2.22059 -3.97796
C -0.79665 -1.57621 -2.99458
N -0.52449 -0.71828 -2.12909
C 2.29520 -4.66847 -0.66675
C 3.10110 -3.57175 0.03417
Sb 1.80847 -2.47065 1.42081
C 1.28156 -4.14534 2.76360
C 2.47110 -4.99553 3.12846
C 3.35929 -1.50267 2.72341
C 4.08537 -0.36379 2.02783
H 2.92601 -5.19513 -1.42702
H 1.44208 -4.21724 -1.17618
H 1.90492 -5.41830 0.03460
H 3.44229 -2.78552 -0.68222
H 3.95876 -3.91962 0.59580
H 0.48788 -4.67647 2.16071
H 0.82478 -3.62685 3.62824
H 2.98037 -5.42529 2.23996
H 2.20150 -5.85952 3.74401
H 3.23286 -4.42053 3.70482
H 4.01425 -2.35478 2.98092
H 2.74883 -1.17116 3.59214
H 4.50938 -0.67559 1.05259
H 5.00998 -0.02942 2.54373
H 3.45646 0.50833 1.84280
C -4.16293 -0.94923 -2.38544
Si -3.46988 0.79856 -2.13120
C -5.07488 1.84966 -1.94239
C -2.58708 1.20421 -3.82850
Ge -2.24020 1.30515 0.04348
Si -1.39864 3.45430 -0.67435
C -2.69740 4.85322 -0.60086
C -0.62161 3.25855 -2.38355
C 0.07115 3.80981 0.51963
Si -3.83458 1.31194 1.87938
C -2.86874 2.26699 3.26184
C -5.49962 2.12416 1.45825
C -4.20201 -0.46950 2.54984
H -5.09419 -0.80057 -2.96205
H -4.39423 -1.45790 -1.43549
H -3.49698 -1.61858 -2.94198
H -5.42074 2.01593 -3.01567
H -4.99434 2.83974 -1.48560
H -5.88157 1.28649 -1.43528
H -2.91792 0.41723 -4.51391
H -1.50355 1.22759 -3.81039
H -2.90743 2.23863 -4.18779
H -3.59018 4.65846 -1.24340
H -2.18026 5.74343 -1.01953
H -3.05880 5.14251 0.40650
H -1.27794 3.58157 -3.21577
H -0.27155 2.22267 -2.59412
H 0.29739 3.88420 -2.34375
H -0.26171 4.00881 1.57855
H 0.51094 4.75470 0.14738
H 0.86056 3.03317 0.48617
H -1.94115 2.73892 2.90868
H -2.61827 1.64931 4.13885
H -3.57672 3.07912 3.55657
H -5.49622 2.93388 0.69869
H -5.81530 2.55338 2.43277
H -6.26564 1.37075 1.14602
H -3.49301 -0.87084 3.27744
H -4.24814 -1.23475 1.73723
H -5.21901 -0.36975 2.97318